{
  "formula": "C4H11N6",
  "method": "ωB97M-V/def2-TZVPD",
  "species": ["C", "C", "C", "C", "N", "N", "N", "N", "N", "N", "H", "H", "H", "H", "H", "H", "H", "H", "H", "H", "H"],
  "xyz": [[-1.570, -0.013, 0.848], [0.934, -0.410, 0.675], [-1.947, -0.103, -1.590], [2.406, 0.479, -1.113], [-2.119, -0.255, -0.284], [-0.338, -0.556, 1.222], [1.148, 0.246, -0.359], [-2.428, 0.381, 1.820], [1.824, -1.163, 1.342], [-0.941, 0.553, -2.026], [-2.835, -0.414, -2.152], [3.364, 0.374, -0.661], [2.243, 1.571, -1.290], [2.361, -0.126, -2.126], [-0.245, -0.659, 2.282], [-3.317, 0.712, 1.505], [-2.115, 0.426, 2.836], [1.565, -1.284, 2.269], [2.795, -1.259, 1.175], [-0.606, 0.659, -2.976], [-0.180, 0.841, -1.397]],
  "charge": 1,
  "total_energy_ha": -487.29876,
  "largest_force_ev_per_a": 3.9,
  "smiles": "C/N=C(\\N)N/C(N)=N\\C=[NH2+]",
  "gap_ev": 9.49
}